Record 1
11
Properties=species:S:1:pos:R:3:forces:R:3:lowdin_charge:R:1 method="wB97M-V/def2-TZVPD" spin_multiplicity=1 gap_ev="9.344 / 9.344"
C -1.166158 -0.745669 0.699011 -0.06 0.04 -0.02 -0.078
C -0.128214 0.314204 0.572810 0.01 -0.17 0.18 -0.091
C 1.781350 -0.523535 -0.603306 0.17 0.13 -0.39 0.074
O 1.381835 0.422337 -1.370071 0.17 -0.30 0.21 -0.033
C 0.177402 0.981081 -0.630467 -0.74 0.57 0.23 -0.555
N -0.634324 1.873877 -0.704106 0.52 -0.47 -0.12 0.255
H -2.044037 -0.328824 1.199379 -0.02 -0.13 -0.03 0.086
H -1.455501 -1.168523 -0.266111 0.05 0.15 0.13 0.089
H -0.775070 -1.551432 1.329625 -0.02 0.16 -0.04 0.087
H 0.276255 0.739890 1.487191 -0.11 0.02 -0.09 0.121
H 2.667752 -0.958939 -1.095627 0.03 0.01 -0.05 0.046

Record 2
11
Properties=species:S:1:pos:R:3:forces:R:3:lowdin_charge:R:1 method="wB97M-V/def2-TZVPD" smiles=N#CC[C@H]1CO1 spin_multiplicity=1 gap_ev=11.759
N -1.905179 -0.946543 1.761872 0.54 1.22 0.13 0.147
C -1.167420 -0.081393 1.535473 -0.81 -1.23 0.01 -0.258
C -0.067179 0.689110 0.941823 -0.23 -0.47 -0.16 -0.096
C 0.459525 -0.408738 -0.114002 -0.22 0.87 -0.16 -0.255
C 0.366599 -0.173620 -1.595983 -0.22 0.05 0.42 -0.103
O 1.607543 -0.126932 -0.908342 -0.22 0.08 0.75 -0.046
H 0.620544 0.974739 1.769007 -0.01 -0.40 -0.85 0.125
H -0.501401 1.628411 0.545263 0.54 -0.56 -0.25 0.120
H 0.316975 -1.404318 0.358015 0.61 0.53 -0.80 0.139
H 0.306605 -0.945079 -2.381441 -0.19 0.09 0.81 0.117
H -0.036613 0.794362 -1.911684 0.21 -0.18 0.10 0.109

Record 3
11
Properties=species:S:1:pos:R:3:forces:R:3:lowdin_charge:R:1 method="wB97M-V/def2-TZVPD" smiles="C=C=C(C)N=O" spin_multiplicity=1 gap_ev=8.857
C 1.895270 0.848918 -0.320716 -0.20 0.24 0.02 0.037
C 0.603307 0.759439 -0.121207 0.30 -0.42 -0.03 -0.037
C -0.354911 -0.117038 0.065924 0.01 0.19 -0.01 -0.317
C -1.834380 -0.040991 0.268022 -0.05 0.03 0.01 -0.064
N 0.165600 -1.510853 0.069321 0.51 -0.14 -0.08 0.013
O 1.341941 -1.658531 -0.101101 -0.65 -0.28 0.12 -0.014
H 2.588409 0.936572 0.511722 -0.07 0.15 -0.08 0.078
H 2.304643 0.827337 -1.327332 -0.03 0.17 0.08 0.078
H -2.193616 -1.032907 0.560789 0.04 0.17 -0.04 0.073
H -2.103314 0.672430 1.051421 0.06 -0.08 -0.12 0.077
H -2.354355 0.248410 -0.650926 0.09 -0.02 0.13 0.077

Record 4
11
Properties=species:S:1:pos:R:3:forces:R:3:lowdin_charge:R:1 method="wB97M-V/def2-TZVPD" spin_multiplicity=1 gap_ev="8.091 / 8.089"
C 0.942952 -0.074183 1.399628 -0.19 -0.23 0.19 -0.125
C 0.236909 -0.478014 0.195390 0.05 0.10 0.39 0.044
C -1.046822 0.197371 -0.136318 0.16 -0.07 0.18 -0.194
O -0.739076 0.722881 -1.460974 -0.08 -0.10 -0.44 -0.024
C -0.125661 -0.163823 -2.204075 0.18 -0.43 -0.96 -0.409
N 0.361709 -0.895588 -2.960392 -0.45 0.74 0.52 0.158
H 1.679345 0.652682 0.991804 -0.22 -0.15 -0.07 0.125
H 0.389163 0.419980 2.207438 0.03 -0.02 0.01 0.078
H 1.566275 -0.903141 1.742230 0.06 0.17 0.18 0.081
H -1.862804 -0.537077 -0.222655 0.23 0.03 0.19 0.139
H -1.401990 1.058911 0.447925 0.23 -0.03 -0.19 0.127

Record 5
11
Properties=species:S:1:pos:R:3:forces:R:3:lowdin_charge:R:1 method="wB97M-V/def2-TZVPD" spin_multiplicity=1 gap_ev="6.871 / 8.801"
N 2.343246 1.003688 0.234922 -0.13 -0.28 -0.01 0.204
C 1.369602 0.350658 0.277929 -0.39 0.36 0.16 -0.304
C 0.660594 -1.146397 -0.226279 0.46 -1.00 -0.57 0.053
C -0.043933 -0.131751 0.464915 -0.12 1.02 0.19 -0.192
C -1.319324 0.789305 -0.245051 1.58 0.38 -0.09 -0.321
O -2.267398 0.027617 0.122289 -0.89 -0.42 0.16 -0.047
H 0.890962 -2.098747 0.245051 0.05 0.13 -0.03 0.110
H 0.841832 -1.086693 -1.296357 -0.18 0.07 0.15 0.116
H -0.259655 -0.335014 1.513525 -0.07 0.06 -0.20 0.151
H -1.182194 1.782058 0.228554 -0.19 -0.17 0.02 0.114
H -1.033729 0.845276 -1.319494 -0.12 -0.16 0.21 0.117

Record 6
11
Properties=species:S:1:pos:R:3:forces:R:3:lowdin_charge:R:1 method="wB97M-V/def2-TZVPD" spin_multiplicity=1 gap_ev=10.680
O 1.569550 0.128512 1.514146 -1.25 0.42 1.55 0.026
C 0.560010 -0.109072 0.847965 0.29 0.23 1.45 -0.460
C 0.804098 -0.693696 -0.493747 0.77 -0.14 0.76 -0.017
C -0.312865 0.344560 -0.864035 0.56 0.39 -0.16 -0.186
N -1.587721 0.015369 -0.284162 0.39 -0.34 -0.12 0.071
C -0.658986 0.663770 0.614769 0.05 0.31 0.23 -0.132
H 1.939486 -0.403048 0.068850 -1.25 -1.00 -3.80 0.205
H 0.553464 -1.723655 -0.788090 0.35 0.40 0.24 0.103
H -0.278410 1.136939 -1.600716 0.08 -0.15 -0.01 0.137
H -1.695999 -0.975915 -0.089059 0.07 -0.01 -0.04 0.109
H -0.892624 1.616241 1.074076 -0.05 -0.11 -0.10 0.143

Record 7
11
Properties=species:S:1:pos:R:3:forces:R:3:lowdin_charge:R:1 method="wB97M-V/def2-TZVPD" smiles="C[C@H](C#N)C=O" spin_multiplicity=1 gap_ev=10.917
C 1.019462 -0.804194 -0.248932 -0.19 -0.05 0.27 -0.067
C -0.082944 0.011420 0.528353 0.08 -1.85 -1.21 -0.274
C -1.419719 -0.490904 0.028911 -0.69 0.36 -0.21 -0.199
N -2.460881 -0.800463 -0.383440 1.52 0.33 0.63 0.153
C -0.033183 1.516980 0.130943 -1.52 -0.72 -0.11 -0.215
O 0.302417 1.806567 -0.984401 0.31 0.38 0.85 0.082
H 0.906040 -1.884788 -0.081946 -0.14 0.37 0.10 0.084
H 0.963548 -0.639688 -1.325773 -0.08 0.17 0.19 0.080
H 2.021327 -0.531015 0.093963 -0.19 0.13 0.00 0.081
H -0.046591 -0.326296 1.577794 0.08 0.97 -0.15 0.138
H -0.605029 2.202105 0.819199 0.81 -0.09 -0.36 0.138

Record 8
11
Properties=species:S:1:pos:R:3:forces:R:3:lowdin_charge:R:1 method="wB97M-V/def2-TZVPD" smiles=N#CC[C@H]1CO1 spin_multiplicity=1 gap_ev=11.474
N 2.984017 0.442038 0.386977 -0.92 -0.56 -0.25 0.144
C 2.002426 -0.112365 0.130728 0.88 0.60 0.20 -0.218
C 0.728242 -0.767471 -0.165222 -0.08 0.20 -0.06 -0.118
C -0.428438 -0.095548 0.561794 0.05 1.27 -0.98 -0.310
C -1.398267 0.712513 -0.222393 -0.10 0.24 -0.66 -0.131
O -1.679497 -0.606226 0.183277 -0.23 -0.22 0.25 -0.005
H 0.830373 -1.845032 0.038642 -0.26 0.40 0.26 0.134
H 0.516951 -0.687688 -1.239105 0.18 -0.05 0.08 0.127
H -0.331158 0.653731 1.325853 0.59 -1.41 2.08 0.140
H -2.040521 1.432470 0.300404 0.54 -0.02 -0.25 0.124
H -1.048645 0.984185 -1.206232 -0.67 -0.45 -0.67 0.113

Record 9
11
Properties=species:S:1:pos:R:3:forces:R:3:lowdin_charge:R:1 method="wB97M-V/def2-TZVPD" smiles="[H]/N=C1/C=CCO1" spin_multiplicity=1 gap_ev=10.503
H 2.793575 -0.832861 -0.065731 -0.54 0.45 -0.05 0.064
N 2.319827 0.067265 -0.232322 -1.02 0.14 0.06 0.132
C 1.052298 0.018835 -0.102390 -0.62 0.02 0.05 -0.447
C 0.023940 1.210212 -0.289145 2.35 -3.22 0.55 0.032
C -1.197040 0.736118 -0.063736 0.73 -0.13 -0.04 -0.040
C -1.041415 -0.734005 0.272154 -0.44 -0.23 0.10 -0.183
O 0.331696 -1.065263 0.220464 -0.11 -0.61 0.15 -0.012
H 0.881768 1.778752 -0.502661 -0.69 3.40 -0.75 0.086
H -2.214611 1.143331 -0.068293 0.73 0.25 -0.12 0.114
H -1.558164 -1.368013 -0.450687 -0.19 -0.02 0.08 0.127
H -1.391874 -0.954368 1.282351 -0.21 -0.05 -0.03 0.127

Record 10
11
Properties=species:S:1:pos:R:3:forces:R:3:lowdin_charge:R:1 method="wB97M-V/def2-TZVPD" spin_multiplicity=1 gap_ev=8.686
N 2.288782 -0.020806 0.002609 -0.34 -0.08 0.02 0.141
C 1.031633 0.041296 -0.064112 0.16 0.12 -0.01 -0.410
C 0.110310 1.112574 -0.318071 0.00 -0.06 -0.01 -0.050
C -1.176435 0.698482 -0.160846 0.03 -0.07 0.07 -0.113
C -1.320149 -0.649741 0.247854 -0.10 0.19 -0.31 -0.074
O 0.196479 -1.141265 0.180750 -0.08 0.01 0.16 -0.032
H 2.625213 -0.968691 0.153842 -0.01 0.07 0.00 0.057
H 0.452809 2.103466 -0.579619 -0.07 -0.15 0.03 0.110
H -2.047090 1.331594 -0.303183 0.12 -0.10 0.03 0.116
H -1.913151 -1.370440 -0.307936 0.05 0.11 0.10 0.091
H -0.248404 -1.136467 1.148707 0.23 -0.05 -0.08 0.165

Record 11
11
Properties=species:S:1:pos:R:3:forces:R:3:lowdin_charge:R:1 method="wB97M-V/def2-TZVPD" spin_multiplicity=1 gap_ev="8.352 / 8.352"
O 2.331957 -1.067167 0.250150 0.00 0.79 0.47 0.027
C 1.235361 -0.546696 0.073990 0.17 -0.61 -0.25 -0.596
N 0.245938 -1.318552 -0.493406 -1.60 0.93 0.16 0.135
C -1.372983 -0.005331 -0.206626 0.93 -0.81 -0.20 0.062
C -0.471379 1.099087 -0.040207 0.46 -0.07 0.17 -0.133
C 0.808555 0.840474 0.306035 0.05 0.21 -0.27 0.008
H 0.343828 -2.212342 0.029970 -0.76 0.35 -0.69 0.104
H -1.549567 -0.732536 0.558469 -0.19 0.35 0.80 0.069
H -2.307133 0.247607 -0.759517 1.04 -0.94 -0.46 0.097
H -0.789059 2.101909 -0.331569 -0.10 -0.17 0.46 0.113
H 1.524485 1.593546 0.612708 -0.01 -0.05 -0.19 0.114

Record 12
11
Properties=species:S:1:pos:R:3:forces:R:3:lowdin_charge:R:1 method="wB97M-V/def2-TZVPD" spin_multiplicity=1 gap_ev=10.206
O -0.736939 1.468172 -1.001459 -0.51 0.14 0.36 0.127
C -0.326687 0.305969 -0.529695 1.55 -1.13 -1.07 -0.392
C 0.123153 -0.883963 -0.828098 -0.38 1.55 -0.28 0.037
C 0.535309 -0.315327 0.504338 -0.41 0.10 0.42 -0.235
C 1.840232 0.269278 0.679901 1.41 0.32 0.25 -0.191
N 2.881784 0.747710 0.820939 -0.68 -0.25 -0.10 0.146
H -0.781428 2.131841 -0.296549 -0.01 -0.19 -0.09 0.138
H -2.312351 -0.565387 0.731245 0.48 -1.07 -1.23 0.088
H -1.947883 -0.956909 0.124572 -1.30 0.90 1.72 0.066
H 0.407387 -1.561154 -1.599019 0.06 -0.38 -0.08 0.106
H 0.132887 -0.717459 1.429196 -0.21 0.00 0.10 0.111

Record 13
11
Properties=species:S:1:pos:R:3:forces:R:3:lowdin_charge:R:1 method="wB97M-V/def2-TZVPD" spin_multiplicity=1 gap_ev=10.853
C 0.817013 1.446154 -0.537125 -0.01 0.01 -0.04 -0.024
C 0.087008 0.177055 -0.287402 0.13 0.08 -0.23 -0.294
C -0.455076 -0.509963 0.969066 -0.11 0.22 0.20 -0.143
O 0.170198 -1.811949 0.957794 0.15 -0.10 -0.02 0.019
C -0.834372 -1.524801 0.012523 -0.37 -0.28 -0.07 -0.268
N -0.226691 -0.751005 -1.121789 0.08 0.22 0.21 0.172
H 0.854963 1.645311 -1.610804 0.02 -0.04 0.14 0.083
H 1.841025 1.370310 -0.153145 -0.14 -0.01 -0.01 0.089
H 0.333302 2.284456 -0.025547 0.05 -0.12 -0.07 0.081
H -0.895591 -0.148045 1.890475 0.06 -0.07 -0.15 0.138
H -1.691779 -2.177523 -0.094047 0.14 0.08 0.04 0.146

Record 14
11
Properties=species:S:1:pos:R:3:forces:R:3:lowdin_charge:R:1 method="wB97M-V/def2-TZVPD" smiles="O=C1CN2C[C@@H]12" spin_multiplicity=1 gap_ev=10.349
O 0.188758 -0.053884 -2.540657 0.02 -0.36 1.36 0.102
C 0.180812 -0.011615 -1.338221 -0.62 -0.13 0.11 -0.318
C 0.425633 1.105431 -0.314236 0.02 0.37 -0.04 -0.082
N 0.537844 0.105579 0.757253 0.33 0.43 0.56 -0.110
C -0.687363 -0.485532 1.180982 0.00 -0.65 -0.81 -0.081
C 0.180771 -1.010594 -0.123357 -0.54 -0.48 0.74 -0.084
H 1.384919 1.623087 -0.369433 -0.14 0.04 -0.48 0.123
H -0.389255 1.824319 -0.188955 0.08 -0.05 -0.01 0.124
H -1.696503 -0.347674 0.796744 0.17 1.28 0.04 0.090
H -0.683507 -0.716303 2.289984 0.26 -0.89 -1.69 0.118
H 0.557891 -2.032814 -0.150104 0.42 0.45 0.23 0.118

Record 15
11
Properties=species:S:1:pos:R:3:forces:R:3:lowdin_charge:R:1 method="wB97M-V/def2-TZVPD" spin_multiplicity=1 gap_ev=9.697
O 1.626475 0.097657 -0.882208 0.54 2.28 -1.22 0.060
C 0.197835 -0.661099 0.807374 -0.97 -0.04 2.25 -0.118
N -0.782433 -0.868562 -0.237451 0.02 0.17 0.55 0.006
C -0.736711 0.447659 -0.919781 -0.01 0.10 -0.20 -0.106
C 0.663537 0.646267 -0.357775 0.70 -0.31 -1.23 -0.473
C 0.574520 0.625985 1.119020 0.59 -1.38 -0.48 0.031
H 0.807281 -1.492037 1.148874 -0.72 -0.39 0.40 0.143
H -1.660886 -1.062471 0.234121 -0.14 -0.15 -0.33 0.122
H -0.727271 0.379000 -2.006646 -0.15 -0.25 0.13 0.119
H -1.476202 1.169066 -0.553621 0.22 -0.10 -0.10 0.119
H 1.513854 0.718535 1.648094 -0.07 0.06 0.22 0.098

Record 16
11
Properties=species:S:1:pos:R:3:forces:R:3:lowdin_charge:R:1 method="wB97M-V/def2-TZVPD" smiles="[H]/N=C/[C@H]1C=C1O" spin_multiplicity=1 gap_ev=9.055
H -2.863511 -0.579000 -0.414814 -0.09 0.23 -0.12 0.047
N -1.860551 -0.690241 -0.302188 -0.18 0.55 -0.15 0.077
C -1.278515 0.396070 0.021771 -0.04 -0.19 -0.20 -0.226
C 0.156683 0.292029 0.425605 -0.15 -0.33 0.26 -0.183
C 0.698083 -1.156175 0.007619 0.05 0.62 0.11 0.099
C 1.390393 -0.104966 -0.252684 -0.09 -0.17 -0.10 -0.360
O 2.559630 0.421366 -0.598895 -0.01 0.31 -0.37 0.109
H -1.817603 1.332289 0.221417 0.10 -0.10 -0.10 0.104
H 0.302749 0.802855 1.393909 -0.19 -0.81 0.27 0.118
H 0.120235 -2.001297 -0.331008 0.41 -0.15 0.65 0.093
H 2.592406 1.287071 -0.170737 0.18 0.02 -0.24 0.122

Record 17
11
Properties=species:S:1:pos:R:3:forces:R:3:lowdin_charge:R:1 method="wB97M-V/def2-TZVPD" spin_multiplicity=1 gap_ev=9.806
C 1.506288 -0.648432 -0.736325 0.16 -0.07 -0.10 -0.017
C 0.029233 0.008263 -0.379657 -0.15 -0.05 0.04 -0.603
C 0.236614 -0.350753 0.896799 0.23 0.00 -0.39 0.127
N -1.787912 0.663194 1.715190 -0.56 0.26 -0.59 0.085
C -2.464949 0.924501 0.819803 0.34 -0.13 0.49 -0.027
O -0.723120 0.372765 -1.254548 0.34 -0.11 0.34 0.033
H 1.972229 0.155627 -1.314535 -0.13 -0.11 0.12 0.090
H 2.203513 -0.980738 0.040529 -0.27 0.12 -0.07 0.075
H 1.260562 -1.505086 -1.367406 0.01 0.18 0.14 0.090
H 0.860307 0.196375 1.596448 -0.11 -0.01 -0.13 0.068
H -3.092765 1.164283 -0.016300 0.15 -0.06 0.15 0.078

Record 18
11
Properties=species:S:1:pos:R:3:forces:R:3:lowdin_charge:R:1 method="wB97M-V/def2-TZVPD" spin_multiplicity=1 gap_ev=9.924
C 1.594633 0.858577 -0.278554 -1.92 -0.24 1.13 -0.172
C -2.475286 0.210310 -0.124477 -1.36 -0.83 -2.97 -0.216
C -1.656103 0.422150 0.842358 0.39 0.77 1.52 -0.009
C 1.292888 -0.938787 0.295000 -0.71 3.24 -1.55 -0.110
N 0.474394 0.307350 0.093232 1.01 -0.27 -0.34 0.038
O 2.446535 -0.190191 -0.175094 1.36 0.45 -0.13 -0.016
H -3.523109 0.548014 0.058082 0.84 -0.42 0.35 0.050
H -2.351111 -0.262837 -1.147831 0.19 0.86 1.39 0.063
H 1.793864 1.945799 -0.452110 0.28 -1.35 -0.24 0.154
H 1.391332 -1.235720 1.281352 0.21 -0.59 1.88 0.110
H 1.011968 -1.664661 -0.391954 -0.30 -1.62 -1.05 0.107

Record 19
11
Properties=species:S:1:pos:R:3:forces:R:3:lowdin_charge:R:1 method="wB97M-V/def2-TZVPD" spin_multiplicity=1 gap_ev=7.448
C 0.363515 -0.206612 -1.157511 1.56 0.66 0.94 -0.157
C -0.899884 -0.146937 -0.762535 -2.50 -0.92 -1.39 -0.207
C -0.345392 0.652491 1.334984 0.28 -0.86 -0.42 0.063
C 1.407571 0.439594 -0.398055 -0.38 0.61 0.32 -0.135
N -1.289531 0.209989 0.529009 2.31 0.69 1.26 -0.078
O 2.456234 -0.031224 0.226180 -0.66 -2.25 0.90 -0.026
H 0.606354 -0.367253 -2.209533 -0.07 -0.18 0.30 0.114
H -1.717541 -0.353227 -1.452747 0.17 0.09 0.19 0.105
H -0.707985 0.757239 2.383082 -0.06 0.35 -0.64 0.037
H -2.205445 0.024134 0.874731 -0.89 -0.16 -0.26 0.124
H 2.332104 -0.978192 0.632394 0.24 1.96 -1.20 0.160

Record 20
11
Properties=species:S:1:pos:R:3:forces:R:3:lowdin_charge:R:1 method="wB97M-V/def2-TZVPD" smiles="C=CC#N.C=O" spin_multiplicity=1 gap_ev=10.675
C 0.529712 0.734493 1.694063 -0.36 -1.54 0.54 0.003
C 1.488350 0.667372 0.773058 0.23 0.31 -1.73 -0.165
C 1.164409 1.166100 -0.596111 0.88 0.55 -0.04 -0.264
N 1.067181 1.636033 -1.653748 0.03 -0.41 1.48 0.147
H 0.697988 0.355935 2.743388 -0.25 0.62 -1.32 0.082
H -0.517752 0.857693 1.322208 1.06 0.49 0.75 0.086
H 2.535124 0.260315 0.827381 -1.24 0.71 0.48 0.121
C -0.953643 -0.795889 -2.040439 1.44 -0.30 0.28 -0.111
O 0.113940 -0.905412 -1.472576 -1.44 -0.51 -1.05 -0.043
H -1.883340 -0.770789 -1.525920 -1.08 0.07 1.15 0.063
H -1.126622 -0.720079 -3.114600 0.74 0.01 -0.55 0.081

For reference, total energy by record: -285.19141 -285.33629 -285.25243 -285.22137 -285.20980 -285.25029 -285.37434 -285.32031 -285.33895 -285.26262 -285.29917 -285.25599 -285.29702 -285.28797 -285.26418 -285.26208 -285.25187 -285.18678 -285.19778 -285.31889 Ha.
For reference, relative energy (zero: lowest compared OMol25 entry of this formula, charge and spin) by record: 140.0 49.1 101.8 121.2 128.5 103.1 25.3 59.2 47.5 95.4 72.4 99.5 73.8 79.5 94.4 95.7 102.1 143.0 136.0 60.0 kcal/mol.